A:
This record from the Open Molecules 2025 dataset describes a structure of composition C9H26N4O3Rb. The level of theory is ωB97M-V/def2-TZVPD.

Cartesian coordinates (Å):
Rb1 1.25 -2.86 0.84
C1 3.79 -2.61 -2.05
O1 2.63 -2.38 -1.65
N1 4.52 -1.66 -2.68
N2 4.36 -3.85 -1.94
H1 4.12 -0.74 -2.73
H2 5.46 -1.82 -2.98
H3 5.32 -3.98 -2.21
H4 3.85 -4.52 -1.40
C2 -1.94 -1.59 -0.70
C3 -2.29 -0.76 0.51
C4 -3.78 -0.50 0.66
O2 -4.35 -0.11 -0.57
C5 -5.75 0.02 -0.49
N3 -1.73 -1.41 1.72
H5 -2.13 -1.02 -1.61
H6 -2.55 -2.50 -0.71
H7 -0.89 -1.87 -0.74
H8 -1.73 0.18 0.51
H9 -4.00 0.27 1.39
H10 -4.26 -1.43 0.99
H11 -6.10 0.64 -1.31
H12 -6.08 0.44 0.47
H13 -6.23 -0.97 -0.50
H14 -2.09 -1.02 2.59
H15 -1.99 -2.39 1.79
C6 2.05 1.08 -0.60
C7 1.85 1.26 0.91
C8 1.05 2.53 1.23
O3 1.72 3.67 0.78
C9 0.94 4.84 0.91
N4 1.16 0.06 1.40
H16 1.09 0.99 -1.11
H17 2.65 0.19 -0.74
H18 2.56 1.94 -1.03
H19 2.81 1.33 1.42
H20 0.86 2.52 2.31
H21 0.10 2.49 0.67
H22 0.83 5.06 1.98
H23 -0.03 4.73 0.42
H24 1.52 5.69 0.57
H25 1.27 0.00 2.42
H26 0.14 0.07 1.28

The HOMO energy is -0.4430 Eh. The HOMO-LUMO gap comes out at 9.05 eV. The net charge is +1. Its multiplicity is 1.



B:
This record from the Open Molecules 2025 dataset describes a structure of composition C9H26N4O3Rb. The level of theory is ωB97M-V/def2-TZVPD.

Cartesian coordinates (Å):
Rb1 0.58 -0.79 1.72
C1 -1.94 1.69 0.27
O1 -0.87 1.43 0.83
N1 -2.15 1.39 -1.06
N2 -2.97 2.28 0.90
H1 -1.41 1.00 -1.61
H2 -3.09 1.23 -1.37
H3 -3.80 2.57 0.42
H4 -2.90 2.43 1.89
C2 2.33 0.97 -1.42
C3 3.19 2.01 -0.69
C4 3.55 1.48 0.71
O2 2.49 1.24 1.63
C5 1.96 2.46 2.16
N3 4.41 2.21 -1.47
H5 1.88 1.42 -2.30
H6 1.57 0.62 -0.72
H7 2.96 0.14 -1.74
H8 2.65 2.96 -0.60
H9 4.33 2.11 1.15
H10 3.98 0.48 0.57
H11 2.70 3.07 2.69
H12 1.25 2.23 2.96
H13 1.39 3.00 1.41
H14 4.79 1.29 -1.67
H15 5.14 2.69 -0.95
C6 -1.92 -2.99 -2.19
C7 -1.57 -2.28 -0.87
C8 -1.79 -3.17 0.35
O3 -1.75 -2.49 1.60
C9 -3.03 -2.21 2.16
N4 -0.14 -1.78 -0.96
H16 -2.95 -2.77 -2.47
H17 -1.76 -4.07 -2.19
H18 -1.29 -2.59 -2.98
H19 -2.22 -1.41 -0.75
H20 -1.06 -3.98 0.41
H21 -2.74 -3.72 0.27
H22 -2.86 -1.78 3.14
H23 -3.63 -3.12 2.25
H24 -3.56 -1.52 1.50
H25 -0.18 -1.17 -1.76
H26 0.45 -2.56 -1.25

The HOMO energy is -0.4294 Eh. The HOMO-LUMO gap comes out at 9.20 eV. The net charge is +1. Its multiplicity is 1.



So which one wins? Going from most stable to least: B, A.



A:
This record from the Open Molecules 2025 dataset describes a cluster of 2 separate species, H4S2Si in total. The level of theory is ωB97M-V/def2-TZVPD.

Cartesian coordinates (Å):
Si1 1.82 0.32 0.25
S1 -2.69 -0.90 0.15
S2 -1.81 0.87 -0.08
H1 1.51 -1.08 0.03
H2 2.12 1.20 -0.85
H3 2.15 0.73 1.60
H4 -3.10 -1.13 -1.10

The HOMO energy (spin up / spin down) is -0.3187 / -0.2680 Eh. The HOMO-LUMO gap (spin up / spin down) comes out at 7.99 / 5.57 eV. Its multiplicity is 1.



B:
This record from the Open Molecules 2025 dataset describes a cluster of 2 separate species, H4S2Si in total. The level of theory is ωB97M-V/def2-TZVPD.

Cartesian coordinates (Å):
Si1 -1.75 -1.02 0.00
S1 2.89 1.06 -0.32
S2 -1.20 0.86 -0.45
H1 -1.47 -1.50 1.39
H2 -2.67 -1.78 -0.74
H3 1.74 1.37 -0.79
H4 2.47 1.02 0.90

The HOMO energy is -0.3434 Eh. The HOMO-LUMO gap comes out at 8.17 eV. Its multiplicity is 1.



So which one wins? Going from most stable to least: B, A.



A:
This record from the Open Molecules 2025 dataset describes an isolated molecule of C21H26N2O2. The level of theory is ωB97M-V/def2-TZVPD.

Cartesian coordinates (Å):
C1 1.48 4.19 6.33
C2 0.38 3.14 6.15
O1 0.86 1.94 5.58
C3 1.13 1.88 4.25
C4 1.73 0.69 3.81
C5 2.02 0.50 2.48
C6 1.74 1.50 1.55
C7 1.17 2.69 1.99
C8 0.86 2.88 3.32
H1 0.41 3.81 3.62
H2 0.97 3.47 1.27
C9 2.13 1.36 0.11
O2 2.88 2.15 -0.42
N1 1.64 0.27 -0.54
C10 0.52 -0.53 -0.12
H3 0.28 -0.34 0.92
C11 -0.71 -0.19 -1.00
N2 -0.44 -0.39 -2.40
C12 -0.73 -1.65 -2.95
C13 0.26 -2.48 -3.48
C14 -0.06 -3.72 -4.01
C15 -1.37 -4.15 -4.01
C16 -2.38 -3.32 -3.54
C17 -2.07 -2.06 -3.03
C18 -3.18 -1.13 -2.64
H4 -2.82 -0.11 -2.58
H5 -3.62 -1.41 -1.68
H6 -3.98 -1.17 -3.38
C19 -3.80 -3.79 -3.59
H7 -4.29 -3.68 -2.63
H8 -3.85 -4.84 -3.88
H9 -4.37 -3.22 -4.33
H10 -1.61 -5.12 -4.41
H11 0.72 -4.35 -4.40
H12 1.30 -2.17 -3.47
C20 0.74 0.33 -2.82
H13 0.96 0.09 -3.86
C21 1.98 0.07 -1.94
H14 2.77 0.77 -2.19
H15 2.34 -0.96 -2.06
H16 0.50 1.40 -2.76
H17 -1.54 -0.82 -0.69
H18 -0.97 0.86 -0.84
H19 0.77 -1.59 -0.25
H20 2.49 -0.42 2.16
H21 1.94 -0.07 4.55
H22 -0.46 3.54 5.57
H23 0.00 2.83 7.13
H24 1.89 4.47 5.36
H25 2.28 3.78 6.94
H26 1.07 5.07 6.81

The HOMO energy is -0.2850 Eh. The HOMO-LUMO gap comes out at 8.51 eV. Its multiplicity is 1.



B:
This record from the Open Molecules 2025 dataset describes an isolated molecule of C21H26N2O2. The level of theory is ωB97M-V/def2-TZVPD.

Cartesian coordinates (Å):
C1 0.99 4.54 3.85
H1 2.07 4.56 3.67
O1 0.58 3.32 4.42
C2 0.85 2.21 3.63
C3 2.07 1.54 3.75
C4 2.30 0.43 2.96
C5 1.35 -0.03 2.05
C6 0.13 0.63 1.97
C7 -0.13 1.75 2.74
C8 -1.45 2.46 2.63
H2 -1.44 3.14 1.78
H3 -1.65 3.04 3.53
H4 -2.25 1.75 2.47
H5 -0.65 0.29 1.30
C9 1.70 -1.23 1.25
O2 2.78 -1.78 1.38
C10 0.70 -1.72 0.22
C11 0.75 -0.81 -1.01
N1 -0.26 -1.22 -1.96
C12 -0.43 -0.26 -3.04
C13 -1.71 -0.54 -3.79
N2 -2.83 -0.16 -3.20
C14 -3.98 -0.40 -3.80
C15 -4.09 -1.03 -5.03
C16 -2.92 -1.41 -5.66
C17 -1.71 -1.17 -5.03
H6 -0.78 -1.45 -5.50
H7 -2.94 -1.90 -6.62
H8 -5.05 -1.20 -5.48
H9 -4.86 -0.06 -3.26
H10 -0.51 0.73 -2.59
H11 0.42 -0.27 -3.74
C18 0.01 -2.56 -2.44
C19 -0.02 -3.55 -1.28
C20 0.98 -3.15 -0.21
H12 0.92 -3.82 0.65
H13 2.00 -3.21 -0.60
H14 0.20 -4.55 -1.66
H15 -1.03 -3.56 -0.86
H16 -0.75 -2.83 -3.17
H17 1.00 -2.61 -2.94
H18 0.56 0.23 -0.72
H19 1.77 -0.86 -1.45
H20 -0.31 -1.67 0.64
H21 3.24 -0.10 3.03
C21 3.10 2.01 4.73
H22 2.64 2.61 5.51
H23 3.61 1.16 5.18
H24 3.86 2.62 4.22
H25 0.47 4.74 2.91
H26 0.73 5.31 4.58

The HOMO energy is -0.3196 Eh. The HOMO-LUMO gap comes out at 9.23 eV. Its multiplicity is 1.



So which one wins? Going from most stable to least: A, B.



A:
This record from the Open Molecules 2025 dataset describes an isolated molecule of C21H25N3O4S. The level of theory is ωB97M-V/def2-TZVPD.

Cartesian coordinates (Å):
C1 -2.08 -5.02 0.38
C2 -2.43 -3.58 0.18
C3 -3.26 -2.91 1.07
C4 -3.59 -1.58 0.88
C5 -3.10 -0.89 -0.22
C6 -2.27 -1.55 -1.12
C7 -1.95 -2.88 -0.92
H1 -1.29 -3.38 -1.62
H2 -1.89 -1.03 -1.98
N1 -3.39 0.47 -0.39
C8 -3.50 1.12 -1.59
O1 -3.44 0.62 -2.68
C9 -3.70 2.60 -1.29
H3 -3.09 3.21 -1.96
H4 -4.75 2.86 -1.47
C10 -3.33 2.75 0.19
H5 -3.92 3.52 0.69
C11 -3.63 1.35 0.74
H6 -2.98 1.08 1.58
H7 -4.67 1.29 1.07
C12 -1.86 3.15 0.36
O2 -1.54 4.21 0.85
N2 -1.00 2.20 -0.08
C13 0.40 2.20 -0.06
C14 1.16 3.31 0.30
C15 2.54 3.24 0.27
C16 3.21 2.07 -0.11
C17 2.43 0.98 -0.45
C18 1.05 1.03 -0.44
H8 0.50 0.14 -0.72
S1 3.17 -0.57 -0.95
O3 2.12 -1.54 -1.16
O4 4.10 -0.36 -2.03
N3 4.07 -0.97 0.43
C19 5.13 -1.92 0.16
H9 5.84 -1.91 0.98
H10 4.74 -2.94 0.03
H11 5.62 -1.61 -0.76
C20 3.20 -1.34 1.52
H12 2.66 -2.27 1.31
H13 2.48 -0.54 1.67
H14 3.79 -1.47 2.42
C21 4.70 2.00 -0.14
H15 5.14 2.99 -0.07
H16 5.06 1.40 0.70
H17 5.03 1.50 -1.05
H18 3.12 4.11 0.54
H19 0.67 4.22 0.59
H20 -1.39 1.34 -0.45
H21 -4.24 -1.09 1.59
H22 -3.65 -3.43 1.94
H23 -2.27 -5.33 1.40
H24 -2.68 -5.64 -0.28
H25 -1.03 -5.20 0.15

The HOMO energy is -0.3180 Eh. The HOMO-LUMO gap comes out at 9.18 eV. Its multiplicity is 1.



B:
This record from the Open Molecules 2025 dataset describes an isolated molecule of C21H25N3O4S. The level of theory is ωB97M-V/def2-TZVPD.

Cartesian coordinates (Å):
O1 0.29 1.71 1.25
C1 0.98 0.86 0.73
N1 0.76 0.33 -0.50
C2 -0.23 0.66 -1.44
C3 -1.13 1.70 -1.26
C4 -2.08 1.97 -2.23
C5 -2.16 1.23 -3.41
C6 -1.23 0.19 -3.58
C7 -0.29 -0.09 -2.61
H1 0.41 -0.90 -2.77
H2 -1.23 -0.39 -4.49
N2 -3.05 1.53 -4.43
C8 -3.82 2.75 -4.38
H3 -3.20 3.56 -4.00
C9 -4.26 3.11 -5.81
O2 -4.99 2.07 -6.41
C10 -4.23 0.89 -6.45
C11 -3.82 0.46 -5.04
H4 -3.23 -0.46 -5.09
H5 -4.73 0.26 -4.45
H6 -4.87 0.13 -6.91
H7 -3.33 1.04 -7.07
H8 -4.91 3.98 -5.80
H9 -3.36 3.32 -6.41
H10 -4.72 2.64 -3.75
H11 -2.78 2.77 -2.04
H12 -1.10 2.28 -0.36
H13 1.36 -0.43 -0.79
C12 2.16 0.28 1.44
C13 2.13 0.27 2.84
C14 3.18 -0.27 3.55
C15 4.30 -0.76 2.90
C16 4.36 -0.72 1.52
C17 3.29 -0.22 0.79
H14 3.37 -0.17 -0.28
H15 5.23 -1.09 1.01
H16 5.11 -1.15 3.50
S1 3.11 -0.34 5.35
O3 4.45 -0.55 5.82
O4 2.37 0.79 5.82
N3 2.24 -1.70 5.76
C18 0.83 -1.69 5.42
H17 0.50 -0.66 5.33
H18 0.28 -2.17 6.24
C19 0.69 -2.52 4.12
H19 -0.16 -3.18 4.18
H20 0.55 -1.86 3.26
C20 2.02 -3.29 4.00
H21 1.85 -4.37 3.92
H22 2.58 -2.96 3.13
C21 2.78 -2.96 5.30
H23 3.85 -2.86 5.17
H24 2.58 -3.71 6.07
H25 1.28 0.70 3.35

The HOMO energy is -0.2830 Eh. The HOMO-LUMO gap comes out at 7.83 eV. Its multiplicity is 1.



So which one wins? Going from most stable to least: A, B.



A:
This record from the Open Molecules 2025 dataset describes a structure of composition C4H14N3S. The level of theory is ωB97M-V/def2-TZVPD.

Cartesian coordinates (Å):
C1 1.48 -1.84 0.99
C2 1.29 -1.38 -0.25
N1 0.10 -1.68 -1.04
N2 2.70 -1.74 1.65
H1 0.71 -2.33 1.58
H2 2.08 -0.84 -0.75
H3 0.38 -2.15 -1.90
H4 -0.52 -2.29 -0.53
H5 -0.44 -0.59 -1.33
H6 3.40 -1.20 1.17
H7 2.61 -1.44 2.61
C3 -1.74 1.15 -0.45
C4 -0.79 1.99 0.36
S1 -1.81 2.95 1.51
N3 -1.10 0.57 -1.67
H8 -2.19 0.34 0.12
H9 -2.61 1.74 -0.77
H10 -0.09 1.36 0.91
H11 -0.23 2.69 -0.26
H12 -0.92 3.06 2.51
H13 -1.80 0.36 -2.39
H14 -0.50 1.27 -2.09

The HOMO energy is -0.4509 Eh. The HOMO-LUMO gap comes out at 9.40 eV. The net charge is +1. Its multiplicity is 1.



B:
This record from the Open Molecules 2025 dataset describes a cluster of 2 separate species, C4H14N3S in total. The level of theory is ωB97M-V/def2-TZVPD.

Cartesian coordinates (Å):
C1 1.24 -1.16 1.25
C2 1.86 1.17 1.25
N1 2.22 -0.08 1.34
N2 0.72 1.60 0.75
N3 2.81 2.10 1.70
H1 3.15 -0.32 1.62
H2 -0.11 1.03 0.72
H3 0.57 2.55 0.46
H4 2.53 2.39 2.64
H5 2.78 2.93 1.19
H6 1.26 -1.75 2.17
H7 1.50 -1.87 0.47
H8 0.21 -0.91 1.03
C3 -3.14 -0.60 -0.65
C4 -1.43 -1.09 -2.97
S1 -1.42 -0.65 -1.23
H9 -3.78 -1.11 -1.35
H10 -3.13 -1.11 0.31
H11 -3.56 0.40 -0.61
H12 -2.07 -0.42 -3.55
H13 -1.83 -2.06 -3.28
H14 -0.38 -1.05 -3.24

The HOMO energy is -0.4281 Eh. The HOMO-LUMO gap comes out at 8.62 eV. The net charge is +1. Its multiplicity is 1.



C:
This record from the Open Molecules 2025 dataset describes a cluster of 2 separate species, C4H14N3S in total. The level of theory is ωB97M-V/def2-TZVPD.

Cartesian coordinates (Å):
C1 -1.29 1.66 -1.85
C2 -3.84 2.29 -0.93
S1 -2.77 2.59 -2.34
H1 -1.06 0.95 -2.66
H2 -0.32 2.17 -1.84
H3 -1.43 1.18 -0.90
H4 -3.63 1.35 -0.42
H5 -4.82 2.07 -1.38
H6 -4.03 3.03 -0.15
C3 1.56 -0.17 2.32
C4 1.80 -1.64 0.33
N1 1.81 -0.47 0.95
N2 1.24 -2.69 0.88
N3 2.38 -1.73 -0.88
H7 2.33 0.25 0.49
H8 0.65 -2.66 1.70
H9 1.44 -3.65 0.65
H10 2.05 -2.53 -1.41
H11 3.38 -1.61 -1.03
H12 0.72 0.46 2.62
H13 2.37 0.25 2.93
H14 1.46 -1.07 2.90

The HOMO energy is -0.3870 Eh. The HOMO-LUMO gap comes out at 7.25 eV. The net charge is +1. Its multiplicity is 1.



So which one wins? Going from most stable to least: B, C, A.